No. 1
Here is a cluster of 7 separate species, C46H51BF6NO2 in total from the OMol25 dataset. Energies are from ωB97M-V/def2-TZVPD.

Total charge   -1
Molar mass   774.72 g/mol
HOMO energy   -2.7684 eV

Atoms and positions in Å:
C  -2.3650  -4.4650  3.7466
C  -2.6926  -3.0096  3.4766
B  -2.7532  -2.3517  1.9556
N  -1.5557  -2.8950  1.1987
C  -4.2186  -2.7533  1.3259
C  -4.2939  -2.7103  -0.3208
C  -3.7782  -1.2911  -0.9807
C  -2.4535  -1.5338  -1.9706
C  -1.0590  -0.9336  -1.3522
C  0.2550  -1.8968  -1.5287
O  0.2264  -2.7908  -2.6949
C  -0.0971  -4.1789  -2.3356
C  0.6579  -5.1077  -1.2153
O  -1.1007  -4.7642  -3.0467
H  -1.2568  -4.7211  4.0984
H  -3.1783  -5.3247  3.6484
H  -2.9327  -2.3654  4.4309
H  -2.7107  -1.1662  2.1226
H  -1.8045  -3.6477  0.5203
H  -0.7615  -3.1571  1.8239
H  -5.1246  -2.1397  1.8035
H  -4.4175  -3.8888  1.6352
H  -5.4278  -2.8805  -0.6315
H  -3.7004  -3.6610  -0.7125
H  -3.6183  -0.4249  -0.2100
H  -4.6473  -0.9389  -1.7136
H  -2.6400  -0.9772  -2.9955
H  -2.4460  -2.6805  -2.2018
H  -1.1559  -0.6895  -0.2059
H  -0.8705  0.1165  -1.8864
H  1.1825  -1.1639  -1.6956
H  0.4441  -2.4207  -0.5000
H  -0.0817  -5.1928  -0.2820
H  1.6351  -4.5879  -0.7764
H  0.8730  -6.2115  -1.5560
F  1.9331  -2.3145  2.2275
C  1.6156  -1.0447  2.5127
C  2.6224  -0.0888  2.5913
C  2.2917  1.2345  2.8832
C  0.9576  1.5852  3.1043
C  -0.0452  0.6175  3.0282
C  0.2846  -0.7033  2.7252
H  3.6540  -0.3814  2.4247
H  3.0706  1.9908  2.9392
H  0.7006  2.6166  3.3363
H  -1.0824  0.8920  3.2047
H  -0.4832  -1.4665  2.6533
F  -1.5611  0.2943  5.8984
C  -0.5825  0.1788  6.8058
C  0.7178  0.5280  6.4580
C  1.7363  0.4127  7.4041
C  1.4445  -0.0614  8.6855
C  0.1371  -0.4142  9.0234
C  -0.8829  -0.2882  8.0806
H  0.9270  0.8864  5.4554
H  2.7548  0.6905  7.1445
H  2.2399  -0.1554  9.4217
H  -0.0868  -0.7868  10.0200
H  -1.9062  -0.5493  8.3291
F  2.0294  4.1544  -2.2267
C  1.6091  3.3148  -3.1822
C  1.1311  3.8286  -4.3827
C  0.6982  2.9546  -5.3798
C  0.7380  1.5753  -5.1608
C  1.2149  1.0695  -3.9506
C  1.6581  1.9434  -2.9581
H  1.0998  4.9029  -4.5317
H  0.3300  3.3460  -6.3249
H  0.3961  0.8942  -5.9371
H  1.2411  -0.0041  -3.7808
H  2.0401  1.5671  -2.0149
F  -2.6298  1.4684  -6.1952
C  -2.4803  1.6297  -7.5166
C  -2.0743  2.8632  -8.0138
C  -1.9135  3.0301  -9.3893
C  -2.1714  1.9634  -10.2539
C  -2.5833  0.7306  -9.7455
C  -2.7332  0.5609  -8.3694
H  -1.8867  3.6826  -7.3277
H  -1.5890  3.9883  -9.7874
H  -2.0502  2.0953  -11.3270
H  -2.7874  -0.0969  -10.4207
H  -3.0439  -0.3931  -7.9565
F  5.6427  -0.2502  3.5014
C  6.6649  -0.0175  2.6674
C  6.5242  0.9312  1.6606
C  7.5901  1.1774  0.7952
C  8.7822  0.4635  0.9397
C  8.9119  -0.4904  1.9502
C  7.8499  -0.7283  2.8223
H  5.5879  1.4700  1.5584
H  7.4928  1.9227  0.0097
H  9.6117  0.6527  0.2617
H  9.8393  -1.0477  2.0582
H  7.9366  -1.4598  3.6189
F  -1.7905  2.8352  3.0787
C  -2.1949  3.1418  1.8388
C  -1.5861  4.1921  1.1607
C  -2.0033  4.5084  -0.1321
C  -3.0332  3.7769  -0.7289
C  -3.6414  2.7277  -0.0381
C  -3.2164  2.4046  1.2503
H  -0.7934  4.7544  1.6434
H  -1.5284  5.3227  -0.6737
H  -3.3613  4.0268  -1.7356
H  -4.4456  2.1625  -0.5030
H  -3.6720  1.5864  1.7981

Cartesian forces, eV/Å:
C -0.083 1.628 0.437
C -0.590 -2.605 1.828
B -1.830 -1.050 0.972
N 0.874 -0.588 -1.032
C -1.541 -1.167 -0.979
C -0.769 -0.129 0.770
C -0.396 -0.461 -1.426
C -0.610 0.424 0.205
C -0.078 0.458 -0.300
C 0.898 2.218 1.381
O -0.801 -3.207 2.495
C -4.897 -2.492 -4.031
C -0.089 1.081 1.333
O 6.542 3.686 4.371
H -2.947 0.351 0.795
H 2.333 1.624 -1.416
H 2.295 -0.611 -1.381
H 0.227 0.945 0.130
H 0.529 0.575 1.159
H -1.156 -0.296 -1.080
H 1.914 -1.128 -1.068
H 0.178 2.134 -0.740
H 2.300 0.301 0.438
H -1.048 2.188 0.537
H -0.114 -1.871 -1.245
H 1.738 -0.583 1.546
H 0.365 -1.177 2.002
H 0.346 2.236 0.442
H 0.099 -0.806 -2.194
H -0.229 -2.284 0.991
H -1.826 -1.670 0.256
H -0.540 0.541 -2.100
H 1.465 0.296 -2.123
H -2.079 -1.135 -1.192
H -0.541 2.519 0.179
F 0.138 -0.340 -0.095
C -0.411 1.282 0.293
C 0.135 -0.148 -0.114
C -0.406 -0.223 0.011
C 0.125 0.016 -0.159
C 0.316 -0.176 -0.162
C 0.064 -0.178 0.083
H -0.203 -0.005 0.013
H -0.068 -0.133 0.008
H 0.027 -0.186 -0.043
H 0.376 -0.353 -0.050
H 0.073 0.311 0.044
F -0.023 0.032 0.053
C 0.629 -0.097 0.542
C 0.056 0.056 -0.040
C -0.461 -0.158 0.241
C 0.008 0.018 -0.037
C 0.177 0.172 -0.360
C -0.067 -0.003 -0.007
H -0.064 -0.093 0.153
H -0.188 -0.058 -0.018
H -0.143 0.005 -0.121
H 0.001 0.067 -0.184
H 0.090 0.002 -0.091
F 0.100 0.217 0.202
C -0.379 -0.778 -0.803
C 0.027 0.060 0.043
C 0.140 -0.307 0.382
C 0.010 0.094 -0.028
C -0.018 0.370 -0.167
C 0.031 0.072 0.035
H 0.028 -0.086 0.057
H 0.076 -0.052 0.178
H 0.039 0.118 0.164
H -0.022 0.190 0.002
H -0.077 0.062 -0.036
F -0.005 0.017 -0.009
C 0.093 0.075 -0.783
C 0.022 0.040 0.025
C -0.150 -0.458 0.050
C 0.014 0.051 0.038
C 0.105 0.382 0.202
C -0.021 -0.049 0.033
H -0.050 -0.117 -0.022
H -0.067 -0.154 0.106
H -0.022 -0.029 0.201
H 0.045 0.128 0.162
H 0.027 0.121 0.019
F 0.027 -0.007 0.138
C 0.787 0.174 -0.621
C -0.059 0.023 0.032
C 0.158 -0.348 0.297
C -0.060 0.029 0.008
C -0.325 0.272 -0.108
C -0.033 -0.030 0.043
H 0.061 -0.071 0.041
H -0.033 -0.144 0.151
H -0.157 -0.042 0.128
H -0.185 0.092 0.016
H -0.068 0.068 -0.077
F -0.160 0.351 0.268
C -0.393 0.246 -1.141
C 0.047 -0.014 0.073
C -0.287 -0.355 0.124
C 0.063 0.044 0.057
C 0.312 0.282 0.105
C -0.017 -0.039 0.121
H -0.052 -0.091 -0.022
H -0.050 -0.137 0.125
H 0.070 -0.065 0.176
H 0.184 0.034 0.118
H 0.100 0.007 -0.027


No. 2
Here is the molecule C5H6ClN from the OMol25 dataset. Energies are from ωB97M-V/def2-TZVPD.

Molar mass   115.56 g/mol
HOMO energy   -9.5069 eV
ΔE to the lowest compared entry with this formula, charge and spin   88.6 kcal per mole

Atoms and positions in Å:
C  2.4439  -0.9624  0.6167
C  1.3788  -0.5784  0.2359
C  -0.8383  0.6856  0.7893
C  -1.2216  -0.6755  0.2965
C  -0.0032  -0.0015  -0.2621
N  0.0494  0.3937  -1.6179
Cl  0.7216  2.0162  -1.8243
H  3.3718  -1.3291  0.9414
H  -1.4349  1.5283  0.4739
H  -0.4256  0.7864  1.7806
H  -1.0747  -1.5275  0.9420
H  -2.0836  -0.7642  -0.3502
H  -0.8836  0.4284  -2.0218

Cartesian forces, eV/Å:
C -0.243 -0.004 -0.059
C -2.883 1.369 -1.031
C 0.025 0.080 0.020
C -0.204 -0.089 -0.143
C 2.914 -1.199 1.748
N -0.123 0.382 -0.697
Cl -0.310 -0.537 0.131
H 0.510 -0.177 0.180
H -0.010 0.042 -0.170
H 0.086 -0.077 0.026
H 0.122 -0.025 -0.016
H -0.038 0.075 -0.067
H 0.155 0.158 0.077


No. 3
Here is the molecule C4H7N3 from the OMol25 dataset. Energies are from ωB97M-V/def2-TZVPD.

Molar mass   97.12 g/mol
HOMO energy   -7.7271 eV
ΔE to the lowest compared entry with this formula, charge and spin   75.1 kcal per mole

Atoms and positions in Å:
N  -2.4182  -0.1371  0.2117
C  -1.0286  -0.0486  0.0163
C  0.0126  -0.8856  0.0678
C  1.2665  -0.1243  -0.0424
N  2.5168  -0.8258  -0.0737
C  1.1131  1.2189  -0.1940
N  -0.4445  1.2982  -0.1138
H  -2.9457  -0.1130  -0.6564
H  -2.6673  -0.9822  0.7116
H  -0.0477  -1.9650  0.1644
H  2.9597  -0.7867  0.8408
H  3.1407  -0.3297  -0.7019
H  -0.6765  1.8706  0.7004
H  -0.7810  1.8104  -0.9308

Cartesian forces, eV/Å:
N 0.002 -0.168 -0.107
C 0.356 -0.050 0.044
C -0.200 0.098 0.008
C -0.006 0.263 -0.061
N 0.076 0.177 0.036
C -0.238 -0.505 0.052
N -0.044 0.138 -0.012
H 0.059 0.018 0.109
H 0.019 0.117 -0.017
H -0.002 0.179 -0.010
H -0.076 -0.109 -0.091
H -0.023 -0.025 0.059
H 0.022 -0.057 -0.074
H 0.056 -0.077 0.064


No. 4
Here is the ion C15H25BrNO2 with charge +1 from the OMol25 dataset. Energies are from ωB97M-V/def2-TZVPD.

Total charge   +1
Molar mass   331.27 g/mol
HOMO energy   -11.4882 eV
ΔE to the lowest compared entry with this formula, charge and spin   5.0 kcal per mole

Atoms and positions in Å:
C  -3.9976  -3.3465  0.0011
H  -3.3880  -3.5913  0.8668
H  -5.0391  -3.3114  0.3095
H  -3.8839  -4.1403  -0.7304
C  -3.5665  -2.0129  -0.5959
H  -2.5224  -2.0946  -0.9068
C  -3.7430  -0.8798  0.4158
C  -3.3321  0.4802  -0.1367
N  -1.8552  0.6218  -0.1878
H  -1.5844  1.3946  -0.8281
H  -1.4375  -0.2571  -0.5394
C  -1.2086  1.0056  1.0855
H  -0.2014  0.5886  1.0999
H  -1.7633  0.6164  1.9371
C  -1.1507  2.5456  1.1191
O  -0.8035  3.0512  -0.1478
C  0.5798  3.1668  -0.4645
H  1.1947  3.0083  0.4264
C  0.9705  2.1788  -1.5718
H  0.2153  2.2138  -2.3633
H  1.9317  2.4611  -2.0066
O  0.9809  0.8426  -1.1125
C  2.1443  0.2858  -0.6399
C  3.3565  0.9294  -0.4408
C  4.4497  0.2222  0.0327
C  4.3753  -1.1322  0.3307
C  3.1553  -1.7771  0.1526
C  2.0743  -1.0693  -0.3213
Br  0.3919  -1.9324  -0.5443
H  3.0561  -2.8274  0.3824
C  5.5700  -1.8877  0.8132
H  6.2358  -1.2396  1.3767
H  6.1263  -2.2804  -0.0383
H  5.2769  -2.7273  1.4381
H  5.3831  0.7446  0.1738
H  3.4636  1.9821  -0.6485
H  0.7400  4.1847  -0.8313
H  -2.1403  2.9591  1.3311
H  -0.4625  2.8823  1.8996
H  -3.7309  1.2889  0.4768
H  -3.7230  0.5926  -1.1494
H  -3.1748  -1.1087  1.3183
H  -4.7945  -0.8279  0.6995
H  -4.1688  -1.8031  -1.4813

Cartesian forces, eV/Å:
C 0.133 0.112 -0.178
H 0.036 -0.084 0.136
H -0.113 -0.029 0.052
H -0.024 -0.143 -0.021
C -0.168 -0.061 0.325
H 0.061 0.052 -0.150
C 0.121 0.005 -0.362
C -0.697 -0.159 0.206
N 0.215 -0.075 -0.507
H -0.078 -0.421 0.070
H 0.089 0.369 0.046
C 0.439 0.491 0.499
H -0.121 -0.051 -0.093
H -0.056 -0.065 -0.080
C -0.225 -0.166 0.153
O -0.081 -0.039 -0.166
C 0.344 -0.174 -0.446
H -0.007 0.009 -0.015
C 0.004 0.572 0.260
H 0.113 0.057 0.044
H -0.051 -0.014 -0.025
O 0.084 -0.085 0.075
C -0.109 -0.267 0.081
C -0.262 0.178 -0.127
C -0.048 -0.180 0.030
C -0.127 0.148 -0.022
C 0.020 0.122 -0.023
C -0.362 0.198 -0.076
Br 0.107 -0.344 0.031
H -0.043 -0.080 0.019
C 0.119 -0.060 -0.067
H 0.070 -0.015 0.067
H 0.081 -0.056 0.011
H 0.040 -0.045 0.063
H 0.113 0.068 0.029
H 0.013 0.115 -0.029
H 0.026 -0.075 0.065
H 0.089 -0.039 0.079
H -0.052 -0.073 -0.044
H 0.130 0.057 -0.074
H 0.117 0.098 0.023
H -0.022 0.017 0.168
H 0.004 0.058 0.074
H 0.079 0.073 -0.100


No. 5
Here is the molecule C6H12O from the OMol25 dataset. Energies are from ωB97M-V/def2-TZVPD.

Molar mass   100.16 g/mol
HOMO energy   -9.7673 eV
ΔE to the lowest compared entry with this formula, charge and spin   25.9 kcal per mole

Atoms and positions in Å:
C  -0.0269  1.5818  -0.9719
C  0.4752  0.1610  -0.6787
C  1.6443  0.0298  0.3388
C  0.9409  -0.6561  1.6289
O  -0.4038  -0.2433  1.4348
C  -0.5389  -0.6870  0.0856
C  -1.9607  -0.6695  -0.4160
H  0.6883  2.1671  -1.5615
H  -0.9590  1.5567  -1.5538
H  -0.2358  2.1269  -0.0449
H  0.6805  -0.3384  -1.6361
H  1.9327  1.0248  0.6944
H  2.5421  -0.4028  -0.1301
H  1.3756  -0.2580  2.5411
H  0.8422  -1.7503  1.8193
H  -0.0310  -1.6793  0.1138
H  -2.4195  0.3011  -0.2028
H  -1.9734  -0.8161  -1.5037
H  -2.5729  -1.4485  0.0428

Cartesian forces, eV/Å:
C 0.018 -0.003 0.050
C -0.096 -0.067 0.038
C -0.105 -0.114 0.396
C 0.508 0.545 -0.013
O -0.078 -0.137 0.057
C -0.080 -0.190 -0.307
C -0.068 -0.029 0.046
H 0.022 -0.157 0.180
H 0.231 -0.055 0.110
H 0.063 -0.100 -0.095
H 0.188 0.068 0.231
H 0.021 -0.114 -0.070
H -0.363 -0.271 0.532
H -0.219 0.381 0.111
H 0.969 0.393 -0.824
H -1.155 -0.080 -0.663
H 0.050 -0.136 -0.010
H 0.014 -0.005 0.217
H 0.082 0.071 0.015


No. 6
Here is a cluster of 2 separate species, H3NOPS in total from the OMol25 dataset. Energies are from ωB97M-V/def2-TZVPD.

Total charge   -1
Molar mass   96.07 g/mol
HOMO energy   -2.7053 eV
ΔE to the lowest compared entry with this formula, charge and spin   62.4 kcal per mole

Atoms and positions in Å:
N  2.8140  -0.4414  -0.7111
O  3.5467  -0.0131  0.1784
P  -2.3683  0.4509  -0.1588
S  -0.7956  -0.7791  -0.3315
H  1.8367  -0.0626  -0.7739
H  -1.6838  1.1010  1.0656
H  -3.3498  -0.2557  0.7313

Cartesian forces, eV/Å:
N 2.063 -0.423 0.521
O -2.313 -0.247 -1.544
P -0.021 1.125 2.467
S 1.128 -1.422 -0.805
H 0.031 0.625 1.079
H -1.566 -0.041 -1.179
H 0.679 0.383 -0.538


HOMO energy of number 4 (C15H25BrNO2)?
-11.4882 eV